# 1
{
  "formula": "C9H10F3N4O3ReS2SbSe4",
  "method": "ωB97M-V with the def2-TZVPD basis set",
  "homo_lumo_gap_ev": 6.004,
  "charge": 3,
  "elements": ["Re", "C", "C", "N", "N", "C", "N", "S", "C", "C", "C", "C", "C", "N", "H", "H", "H", "H", "H", "H", "H", "H", "H", "H", "Se", "Sb", "Se", "Se", "Se", "F", "C", "F", "F", "S", "O", "O", "O"],
  "coordinates": [[0.3912, -0.9290, -0.4770], [-2.3290, 2.3191, 1.0214], [-1.5171, 1.0976, 0.7895], [-0.7406, 0.8937, -0.2189], [-0.7612, 1.7249, -1.3373], [-1.0072, 1.0698, -2.4946], [-1.2055, 1.7489, -3.5965], [-1.0576, -0.6595, -2.4607], [-1.6397, -0.1048, 1.6208], [-2.4449, -0.1369, 2.7360], [-2.7272, -1.3580, 3.3440], [-2.1977, -2.4963, 2.7832], [-1.3578, -2.3970, 1.6791], [-1.0522, -1.2305, 1.0966], [-1.9981, 3.1733, 0.4395], [-2.2866, 2.6029, 2.0734], [-3.3743, 2.1076, 0.7769], [-0.7928, 2.7291, -1.2255], [-1.2656, 2.7587, -3.6196], [-1.3558, 1.2629, -4.4707], [-2.8750, 0.7772, 3.1197], [-3.3658, -1.4058, 4.2161], [-2.4192, -3.4780, 3.1804], [-0.9313, -3.2896, 1.2519], [1.6956, -3.5177, 3.4461], [2.9998, -2.9899, 1.6381], [0.8467, -3.0855, -0.6716], [2.1275, -0.1835, 1.1406], [4.8370, -3.1731, 0.3008], [5.2220, 1.3355, -2.1670], [4.1743, 0.7776, -2.6967], [3.7116, 1.4433, -3.7197], [4.3672, -0.4840, -2.9792], [2.7976, 0.8630, -1.3775], [3.4458, 0.0869, -0.2122], [2.3987, 2.1797, -1.0379], [1.6872, -0.0325, -1.8915]],
  "forces_ev_per_angstrom": [[0.8480, -0.8806, -0.2305], [-0.0157, -0.0777, 0.0404], [0.0341, -0.0859, -0.0587], [0.0865, 0.4803, -0.1044], [-0.0236, -0.3508, 0.1137], [0.0345, -0.1181, 0.1394], [-0.0593, -0.0352, -0.1097], [-0.1326, 0.2897, 0.0097], [0.1030, 0.0157, -0.1380], [-0.0709, -0.0915, 0.1322], [-0.0474, 0.1575, 0.0556], [0.0938, -0.1424, -0.0986], [-0.0654, 0.0838, 0.1216], [-0.2290, 0.1037, 0.0707], [0.0026, 0.0043, -0.0171], [-0.0063, 0.0023, -0.0111], [-0.0100, 0.0207, 0.0176], [0.0710, 0.0337, -0.0182], [-0.0244, -0.0085, 0.0050], [0.0265, -0.0078, -0.0107], [-0.0118, -0.0109, -0.0020], [-0.0021, 0.0022, -0.0078], [0.0061, 0.0031, -0.0039], [0.0033, -0.0267, 0.0082], [-0.0546, 0.0075, -0.0216], [0.4053, -0.0430, 0.4267], [-0.4809, 0.4872, -0.3492], [-0.2725, -0.0712, -0.1076], [-0.0017, 0.0054, -0.0900], [0.0918, 0.0277, -0.0057], [-0.2242, 0.0522, 0.1201], [0.0088, 0.0224, -0.0553], [0.0149, -0.0454, 0.0301], [-0.1478, -0.2970, -0.1990], [-0.0958, 0.1088, 0.1379], [0.0573, -0.0913, -0.2296], [0.0887, 0.4756, 0.4399]],
  "mulliken_charge": [0.918, -1.660, 0.558, 0.177, -0.380, 0.633, -0.347, -0.320, 0.720, -0.678, -0.496, -0.904, 0.054, -0.036, 0.403, 0.451, 0.410, 0.310, 0.232, 0.262, 0.374, 0.498, 0.475, 0.504, -0.188, 1.099, -0.067, -0.005, -0.127, -0.132, 0.603, -0.136, -0.146, 1.310, -0.411, -0.527, -0.429]
}



# 2
{
  "formula": "C3H3O2S",
  "method": "ωB97M-V with the def2-TZVPD basis set",
  "homo_lumo_gap_ev": 7.507,
  "relative_energy_kcal_mol": 62.2,
  "smiles": "CC(=O)C([O-])=S",
  "charge": -1,
  "elements": ["C", "C", "C", "O", "O", "S", "H", "H", "H"],
  "coordinates": [[-0.1437, -0.4112, 0.5647], [-1.3172, 0.0064, -0.1898], [1.1345, 0.1845, -0.0035], [-0.1409, -1.1011, 1.5609], [-1.7953, -1.1113, -1.3871], [-2.0346, 1.4533, -0.0929], [1.9667, 0.0074, 0.6752], [1.3376, -0.2795, -0.9672], [0.9929, 1.2515, -0.1602]],
  "forces_ev_per_angstrom": [[0.9806, -0.0299, 0.3097], [-3.3333, -4.3367, -5.7861], [0.0796, -0.1873, 0.0928], [-0.1918, -0.0146, -0.1194], [2.4694, 4.3703, 5.2410], [0.0539, 0.2176, 0.3570], [-0.0145, -0.0633, 0.0512], [-0.0370, -0.0002, -0.1022], [-0.0071, 0.0442, -0.0440]],
  "mulliken_charge": [0.742, 0.000, -0.925, -0.583, -0.722, -0.375, 0.275, 0.267, 0.321]
}



# 3
{
  "formula": "C4H6ClN3",
  "method": "ωB97M-V with the def2-TZVPD basis set",
  "homo_lumo_gap_ev": 10.261,
  "relative_energy_kcal_mol": 34.5,
  "elements": ["Cl", "N", "N", "C", "C", "N", "C", "C", "H", "H", "H", "H", "H", "H"],
  "coordinates": [[-1.8677, -2.6985, -0.9600], [-1.0839, -0.2213, -0.6877], [1.0904, -0.4289, -0.0230], [-0.7123, -1.4230, -0.5505], [0.1356, 0.3871, -0.3144], [0.5912, -1.6575, -0.2107], [0.3904, 1.8266, -0.3309], [1.4387, -2.8800, -0.1275], [-0.5251, 2.3314, -0.7233], [0.6196, 2.1641, 0.6954], [1.2615, 2.1095, -0.8895], [1.3493, -3.6407, -0.9026], [1.3172, -3.3989, 0.8040], [2.5313, -2.5778, -0.2251]],
  "forces_ev_per_angstrom": [[1.0326, 0.2798, 0.4183], [2.0172, 2.1245, 0.9457], [1.5911, -0.1160, 0.0874], [-0.9551, -4.2041, -1.0056], [-0.8153, 0.2507, -0.6288], [-1.2297, -0.9902, -0.4044], [-1.2584, 1.3081, 0.7863], [1.4691, 0.8601, -0.2531], [0.8825, -0.1324, 0.4012], [-0.4204, 0.0513, -0.3289], [0.2993, -0.0917, -0.6170], [-0.8774, 0.5221, -0.3675], [-0.1909, 0.0308, 0.6073], [-1.5447, 0.1070, 0.3593]],
  "mulliken_charge": [-0.190, -0.501, -0.786, 0.262, 0.615, 0.555, -0.925, -0.745, 0.283, 0.241, 0.287, 0.303, 0.302, 0.299]
}